{"formula": "C34H53BrCdN8O2S", "method": "ωB97M-V/def2-TZVPD", "homo_energy_ev": -12.5, "charge": 2, "orbital_gap_ev": 8.56, "lumo_energy_ev": -4.0, "max_force_ev_per_a": 2.0, "symbols": ["Cd", "C", "C", "C", "C", "C", "Br", "N", "C", "H", "H", "H", "H", "H", "H", "C", "N", "C", "C", "N", "C", "C", "C", "C", "C", "C", "N", "C", "N", "C", "C", "N", "C", "C", "N", "C", "C", "H", "H", "H", "H", "H", "H", "H", "H", "H", "H", "H", "H", "H", "H", "H", "H", "H", "H", "H", "H", "H", "H", "H", "H", "H", "H", "H", "H", "C", "N", "C", "C", "C", "O", "H", "H", "H", "H", "H", "H", "H", "H", "H", "C", "C", "C", "C", "C", "C", "C", "S", "C", "O", "H", "H", "H", "H", "H", "H", "H", "H", "H", "H"], "xyz": [[0.039, 0.529, -0.204], [1.412, -0.194, 7.264], [1.249, 0.571, 5.994], [1.940, 1.763, 5.767], [1.793, 2.432, 4.564], [0.937, 1.862, 3.638], [0.735, 2.682, 1.897], [0.240, 0.772, 3.831], [0.391, 0.137, 4.986], [1.003, 0.384, 8.094], [2.467, -0.365, 7.476], [0.899, -1.152, 7.225], [2.592, 2.171, 6.525], [2.318, 3.350, 4.360], [-0.199, -0.762, 5.104], [-0.887, 5.194, 0.021], [-2.037, 4.332, -0.170], [-3.321, 4.989, -0.022], [-1.946, 2.974, -0.051], [-1.232, 2.177, -0.819], [-0.680, 2.435, -2.081], [-0.553, 3.674, -2.708], [0.114, 3.791, -3.915], [0.665, 2.678, -4.523], [0.456, 1.425, -3.973], [-0.252, 1.281, -2.786], [-0.532, 0.021, -2.216], [-0.984, -0.968, -2.952], [-1.512, -0.814, -4.204], [-2.309, 0.335, -4.565], [-1.104, -1.634, -5.326], [-0.996, -2.235, -2.462], [-0.391, -2.563, -1.193], [-1.943, -3.231, -2.925], [-2.738, 2.383, 0.881], [-3.134, 1.003, 0.760], [-3.034, 3.005, 2.155], [-0.999, 6.095, -0.581], [0.031, 4.681, -0.257], [-0.810, 5.493, 1.072], [-3.424, 5.711, -0.835], [-3.423, 5.526, 0.925], [-4.122, 4.259, -0.111], [-1.003, 4.547, -2.276], [0.205, 4.763, -4.376], [1.220, 2.779, -5.443], [0.839, 0.544, -4.468], [-2.579, 0.894, -3.674], [-3.225, -0.015, -5.049], [-1.781, 0.996, -5.254], [-0.422, -2.415, -5.005], [-0.590, -1.007, -6.062], [-1.967, -2.086, -5.819], [0.463, -1.911, -1.008], [-0.049, -3.600, -1.225], [-1.120, -2.464, -0.372], [-1.424, -4.063, -3.403], [-2.649, -2.801, -3.629], [-2.498, -3.626, -2.070], [-3.186, 0.732, -0.296], [-4.124, 0.886, 1.200], [-2.435, 0.324, 1.278], [-2.425, 3.893, 2.301], [-2.797, 2.304, 2.958], [-4.090, 3.275, 2.230], [5.085, -1.082, -3.197], [3.769, -1.170, -2.601], [3.077, -2.426, -2.795], [3.225, -0.190, -1.872], [3.995, 1.094, -1.755], [2.125, -0.337, -1.313], [5.277, -1.997, -3.751], [5.859, -0.977, -2.435], [5.161, -0.242, -3.886], [2.100, -2.365, -2.329], [2.957, -2.626, -3.861], [3.643, -3.242, -2.343], [4.960, 0.934, -1.278], [3.411, 1.791, -1.154], [4.168, 1.531, -2.737], [-2.499, -5.357, 3.446], [-1.425, -4.465, 2.919], [-1.585, -3.080, 2.946], [-0.601, -2.243, 2.456], [0.565, -2.787, 1.942], [0.739, -4.159, 1.895], [-0.252, -4.990, 2.385], [1.850, -1.687, 1.295], [2.884, -1.647, 2.801], [1.186, -0.337, 1.333], [-2.733, -5.106, 4.480], [-2.198, -6.399, 3.394], [-3.413, -5.231, 2.866], [-2.487, -2.659, 3.364], [-0.711, -1.165, 2.497], [1.647, -4.579, 1.494], [-0.110, -6.059, 2.354], [2.307, -1.200, 3.605], [3.758, -1.041, 2.581], [3.188, -2.655, 3.060]], "atomic_forces_ev_per_a": [[0.479, -0.376, 0.554], [0.012, 0.061, 0.190], [-0.010, 0.124, -0.237], [-0.197, -0.175, -0.138], [-0.078, -0.037, -0.144], [-0.079, -0.216, -0.055], [0.069, 0.194, 0.429], [-0.148, 0.373, -0.461], [0.199, 0.070, 0.373], [-0.009, -0.071, 0.088], [-0.013, -0.055, 0.028], [-0.005, -0.031, 0.024], [0.088, -0.007, 0.086], [0.078, 0.110, -0.054], [-0.019, -0.112, 0.110], [0.201, -0.043, 0.083], [-0.048, -0.212, 0.137], [-0.225, 0.170, -0.098], [-0.443, -0.148, -0.003], [-0.032, 0.336, 0.492], [-0.072, 0.131, -0.634], [0.029, -0.073, -0.052], [-0.022, 0.054, -0.038], [-0.040, -0.094, -0.078], [0.093, 0.120, 0.182], [0.076, 0.355, -0.341], [-0.516, -0.347, -0.552], [-0.100, -0.082, 0.036], [0.123, 0.032, 0.125], [-0.201, 0.152, -0.031], [0.054, -0.063, -0.066], [0.158, 0.258, -0.055], [0.010, 0.102, 0.149], [-0.167, -0.214, -0.124], [0.288, 0.179, -0.289], [0.003, -0.246, -0.236], [-0.105, 0.173, 0.207], [0.073, -0.009, -0.076], [0.023, 0.041, -0.074], [0.010, 0.034, -0.041], [-0.046, 0.014, 0.073], [0.024, -0.031, 0.037], [-0.009, 0.052, 0.012], [0.057, 0.095, 0.089], [0.025, 0.073, -0.030], [0.044, 0.000, -0.085], [0.031, -0.137, -0.050], [-0.070, 0.065, -0.015], [0.016, 0.032, 0.005], [-0.023, 0.054, 0.002], [0.011, -0.073, 0.015], [0.016, -0.015, -0.006], [0.000, -0.060, 0.005], [0.010, -0.202, -0.111], [0.010, 0.079, 0.111], [0.134, -0.064, -0.102], [-0.036, -0.043, -0.036], [0.017, -0.016, 0.049], [-0.009, 0.040, -0.016], [0.034, -0.052, 0.124], [0.065, -0.076, 0.062], [-0.111, 0.039, -0.008], [-0.002, 0.008, -0.038], [0.024, 0.001, -0.026], [0.020, 0.005, 0.026], [0.406, 0.257, -0.068], [-0.159, -0.131, -0.012], [-0.278, -0.160, 0.079], [-0.019, 0.085, 0.027], [-0.221, 0.102, 0.127], [-0.036, 0.227, 0.029], [0.003, 0.046, 0.008], [0.038, -0.024, -0.034], [0.016, -0.005, -0.038], [0.021, -0.060, -0.042], [0.035, -0.015, 0.017], [-0.010, -0.036, -0.026], [0.080, -0.009, -0.018], [0.068, -0.053, -0.054], [0.062, 0.034, -0.048], [-0.104, -0.051, 0.021], [0.066, 0.072, -0.081], [0.120, -0.127, -0.062], [0.095, 0.361, 0.035], [0.217, 0.071, -0.195], [0.152, 0.135, -0.058], [-0.066, 0.095, 0.057], [0.224, -1.469, 1.339], [-0.156, 0.200, -0.509], [-0.182, 0.694, 0.122], [-0.016, -0.055, 0.035], [-0.060, -0.079, 0.055], [-0.051, -0.046, 0.005], [-0.110, 0.058, 0.031], [-0.010, 0.015, 0.052], [0.180, -0.135, -0.125], [0.008, -0.134, 0.003], [-0.159, 0.004, -0.027], [0.089, 0.068, -0.060], [-0.014, -0.181, -0.088]]}

=====

{"formula": "C34H53CoN7OSSi", "method": "ωB97M-V/def2-TZVPD", "homo_energy_ev": [-10.7, -10.7], "charge": 1, "orbital_gap_ev": [7.95, 8.21], "lumo_energy_ev": [-2.8, -2.5], "max_force_ev_per_a": 0.2, "symbols": ["Co", "N", "C", "C", "C", "N", "H", "H", "H", "H", "H", "H", "H", "H", "H", "H", "C", "N", "C", "N", "S", "H", "H", "H", "H", "H", "H", "C", "C", "C", "C", "H", "H", "H", "H", "H", "H", "H", "H", "H", "C", "C", "N", "C", "N", "C", "C", "C", "N", "C", "H", "H", "H", "H", "H", "H", "H", "H", "H", "H", "H", "H", "H", "O", "Si", "C", "C", "C", "C", "C", "C", "C", "C", "C", "C", "C", "C", "C", "C", "C", "C", "C", "C", "H", "H", "H", "H", "H", "H", "H", "H", "H", "H", "H", "H", "H", "H", "H"], "xyz": [[-0.699, -0.323, -0.304], [-0.780, 0.973, 1.364], [-1.619, 2.179, 1.488], [-1.688, 2.950, 0.183], [-2.351, 2.163, -0.935], [-1.472, 1.105, -1.499], [-1.002, 0.344, 2.132], [0.200, 1.247, 1.519], [-1.239, 2.822, 2.285], [-2.626, 1.863, 1.773], [-0.687, 3.273, -0.121], [-2.265, 3.862, 0.346], [-2.653, 2.833, -1.741], [-3.255, 1.679, -0.558], [-0.699, 1.557, -1.977], [-1.989, 0.620, -2.226], [4.917, -0.711, 3.534], [4.132, 0.481, 3.280], [3.014, 0.520, 2.545], [2.539, -0.659, 2.104], [2.294, 2.005, 2.175], [5.802, -0.429, 4.096], [5.235, -1.179, 2.600], [4.359, -1.439, 4.126], [4.481, 1.378, 3.573], [2.784, -1.512, 2.590], [1.632, -0.667, 1.659], [-2.480, -3.450, -2.569], [-2.411, -2.265, -1.601], [-3.576, -1.316, -1.880], [-1.036, -1.608, -1.714], [-3.438, -3.966, -2.482], [-1.689, -4.171, -2.363], [-2.371, -3.110, -3.602], [-2.518, -2.672, -0.591], [-3.503, -0.901, -2.891], [-3.634, -0.484, -1.172], [-4.528, -1.845, -1.821], [-0.916, -1.124, -2.692], [-0.264, -2.371, -1.636], [4.154, -2.905, -0.439], [2.722, -3.388, -0.378], [1.816, -2.255, -0.432], [2.096, -1.052, -0.957], [1.168, -0.094, -0.890], [1.513, 1.239, -1.382], [3.001, 1.514, -1.388], [3.677, 0.395, -2.140], [3.320, -0.867, -1.510], [4.280, -1.962, -1.618], [4.841, -3.743, -0.554], [4.409, -2.373, 0.481], [2.522, -3.930, 0.547], [2.524, -4.075, -1.207], [0.958, -2.269, 0.133], [1.024, 1.974, -0.739], [1.142, 1.373, -2.410], [3.369, 1.559, -0.362], [3.198, 2.475, -1.864], [4.761, 0.490, -2.097], [3.388, 0.398, -3.197], [5.274, -1.518, -1.650], [4.134, -2.507, -2.557], [-0.405, -1.678, 0.971], [-1.046, -2.480, 2.228], [-2.508, -1.532, 2.934], [-3.375, -0.870, 2.059], [-4.483, -0.173, 2.517], [-4.751, -0.124, 3.879], [-3.912, -0.780, 4.767], [-2.805, -1.476, 4.298], [-1.578, -4.190, 1.694], [-2.451, -4.944, 2.483], [-2.825, -6.227, 2.112], [-2.331, -6.783, 0.940], [-1.466, -6.051, 0.140], [-1.097, -4.767, 0.517], [0.277, -2.623, 3.555], [1.114, -3.742, 3.605], [2.158, -3.821, 4.520], [2.373, -2.781, 5.415], [1.555, -1.659, 5.382], [0.523, -1.584, 4.458], [-3.191, -0.915, 0.991], [-5.145, 0.321, 1.815], [-5.613, 0.417, 4.244], [-4.120, -0.750, 5.829], [-2.164, -1.983, 5.011], [-2.852, -4.521, 3.398], [-3.506, -6.794, 2.735], [-2.624, -7.784, 0.649], [-1.085, -6.480, -0.779], [-0.436, -4.198, -0.129], [0.933, -4.576, 2.933], [2.785, -4.702, 4.551], [3.168, -2.852, 6.147], [1.718, -0.847, 6.080], [-0.102, -0.697, 4.448]], "atomic_forces_ev_per_a": [[-0.025, -0.029, 0.043], [-0.009, 0.081, -0.028], [0.009, -0.014, 0.002], [0.008, -0.005, -0.006], [0.004, -0.010, 0.015], [-0.009, -0.012, -0.024], [-0.005, 0.005, -0.019], [0.035, 0.020, 0.006], [0.004, 0.006, -0.003], [0.034, 0.013, 0.007], [-0.010, 0.011, -0.010], [-0.004, -0.001, 0.003], [-0.003, -0.001, 0.001], [-0.001, -0.006, 0.002], [-0.003, 0.009, -0.007], [0.003, -0.009, -0.003], [-0.008, -0.002, 0.015], [0.013, 0.000, -0.017], [-0.011, 0.001, 0.029], [0.043, 0.016, 0.058], [-0.007, -0.017, 0.029], [0.002, -0.001, -0.003], [-0.001, 0.000, -0.001], [-0.002, -0.005, 0.002], [-0.002, 0.002, 0.006], [-0.008, 0.015, 0.001], [-0.014, 0.021, 0.016], [-0.004, 0.006, 0.002], [0.000, 0.007, 0.006], [0.003, -0.012, 0.006], [0.002, -0.026, 0.004], [0.000, -0.001, 0.000], [-0.004, 0.003, -0.013], [0.005, 0.000, -0.001], [-0.033, 0.040, 0.026], [0.003, 0.005, -0.005], [0.004, -0.003, 0.027], [0.004, 0.008, 0.005], [0.005, 0.013, 0.002], [0.012, 0.016, -0.003], [0.000, -0.001, 0.007], [-0.024, -0.025, 0.003], [-0.168, -0.010, 0.047], [-0.012, 0.080, -0.052], [0.065, -0.016, 0.038], [0.018, 0.012, 0.021], [0.010, 0.011, 0.007], [0.003, 0.004, -0.024], [-0.023, -0.011, 0.015], [0.004, 0.001, -0.005], [-0.005, -0.002, -0.001], [0.002, 0.002, -0.015], [0.000, 0.003, 0.008], [-0.004, 0.006, 0.009], [0.031, -0.040, -0.075], [0.004, -0.004, -0.004], [-0.004, -0.001, 0.004], [-0.009, -0.003, -0.029], [-0.003, 0.001, -0.007], [0.001, 0.002, 0.002], [0.004, -0.006, -0.002], [0.000, -0.001, -0.002], [-0.001, 0.000, 0.000], [0.078, -0.078, -0.100], [0.018, -0.001, 0.007], [-0.001, 0.014, -0.035], [-0.049, -0.037, 0.088], [-0.012, -0.015, 0.004], [-0.003, 0.005, -0.012], [0.013, -0.002, 0.006], [-0.017, -0.016, 0.003], [0.003, -0.003, 0.007], [0.006, -0.003, -0.001], [-0.001, 0.000, 0.012], [-0.002, 0.003, 0.004], [-0.001, 0.003, 0.007], [0.001, -0.018, 0.011], [-0.016, -0.011, 0.028], [0.001, 0.001, -0.004], [0.005, 0.000, -0.005], [0.013, -0.007, -0.008], [-0.004, 0.003, -0.006], [0.010, 0.000, -0.002], [0.009, -0.020, -0.124], [-0.004, 0.002, 0.001], [0.000, -0.002, -0.002], [0.000, -0.001, -0.002], [-0.001, -0.005, 0.000], [-0.001, -0.003, 0.000], [0.000, -0.001, 0.000], [0.000, -0.001, 0.001], [0.001, 0.002, 0.002], [0.035, 0.029, 0.004], [-0.002, 0.001, 0.002], [-0.003, 0.003, 0.000], [0.002, -0.002, 0.000], [-0.002, 0.005, 0.004], [0.004, 0.008, -0.008]]}